This record from the OMol25 dataset describes a cluster of 14 separate species, C56H154N14O14 in total. The level of theory is the ωB97M-V functional and the def2-TZVPD basis.

**LUMO energy**: 0.39 eV
**Energy relative to the best compared isomer or geometry (same formula, charge and spin)**: 566.64 kJ/mol
**Largest force on an atom**: 4.1 eV/A
**E**: -4045.5391 a.u.

```
238
Properties=species:S:1:pos:R:3:forces:R:3:lowdin_charge:R:1
O -23.45463 23.48771 -14.63307 -0.3 -0.4 2.0 -0.22
O -22.53109 26.84493 -10.05880 -0.3 0.1 -0.9 -0.20
O -21.06477 23.23960 -5.10307 -1.8 -0.4 -0.3 -0.20
O -27.26594 26.82675 -13.69165 -0.4 0.2 0.1 -0.20
O -17.89266 26.04292 -9.45958 0.6 -0.7 -0.7 -0.16
O -25.08424 29.35513 -6.79135 0.0 0.0 4.1 -0.24
O -17.94562 21.50818 -11.22699 -0.2 0.2 -0.5 -0.22
O -27.92627 21.42891 -12.93470 0.6 -1.1 -1.1 -0.20
O -25.77514 19.14143 -9.47734 -1.4 0.3 -0.5 -0.22
O -28.51173 21.24498 -6.65179 0.9 1.0 0.0 -0.21
O -25.71751 23.32076 -10.27761 -0.1 -1.8 -1.0 -0.22
O -23.09519 14.24995 -10.24941 -0.6 0.4 0.6 -0.20
O -19.84845 17.34716 -8.39849 0.0 0.5 -0.5 -0.16
O -30.89410 27.01304 -8.47850 0.6 0.9 1.5 -0.18
N -27.17569 30.36383 -12.39463 -1.3 1.5 -0.6 0.03
N -23.60656 30.21737 -8.91445 -0.7 -0.3 -0.9 0.06
N -19.94579 20.93736 -8.57727 0.1 1.6 0.0 0.04
N -31.86271 30.59636 -9.04865 0.2 0.2 0.6 0.02
N -24.37399 21.55095 -4.68982 0.2 -0.4 -0.4 0.05
N -29.36000 24.70552 -12.32481 -0.7 2.6 -1.7 0.04
N -26.06977 22.33223 -7.53559 0.4 -0.7 1.2 0.05
N -17.97708 26.61449 -13.12500 0.6 -1.9 -0.9 0.04
N -24.80119 18.47541 -5.87869 -0.2 0.5 -0.7 0.05
N -23.76225 21.30260 -9.41587 1.2 -0.3 0.7 0.06
N -20.48455 25.80068 -14.95904 0.6 -1.1 -1.3 0.04
N -22.39881 11.35582 -8.05901 -0.6 -0.8 0.7 0.02
N -18.25561 23.36954 -14.48968 0.8 -0.8 0.6 0.06
N -25.69242 30.57471 -3.21482 0.1 -0.5 1.2 0.02
C -22.43170 22.92574 -5.50804 1.2 -1.2 0.8 -0.16
C -31.90733 29.14341 -9.13651 0.2 0.1 -3.2 -0.40
C -26.70967 24.60278 -6.80469 -0.8 -1.2 -0.7 -0.04
C -22.20887 21.04191 -3.66999 -0.1 0.5 -0.2 -0.04
C -31.76146 28.91101 -10.70261 0.5 -1.0 0.9 -0.06
C -19.67442 19.67337 -7.89972 -1.8 0.6 -1.4 -0.39
C -26.25596 28.76346 -7.22750 -0.1 -0.4 -1.1 -0.12
C -21.44408 11.72201 -10.27420 0.6 0.6 0.0 -0.06
C -28.44888 22.61875 -7.09573 1.2 -0.3 0.7 -0.16
C -22.08147 25.63196 -9.49752 0.5 0.0 -1.1 -0.10
C -27.65235 20.54976 -14.06123 0.7 0.4 1.1 -0.07
C -25.74549 30.57230 -4.65052 -0.4 1.2 -1.3 -0.45
C -23.57147 17.69929 -7.81102 -0.1 0.1 -0.7 -0.06
C -24.58962 18.71595 -7.32326 0.3 -0.6 0.4 -0.41
C -22.09777 12.33755 -9.04627 -0.5 2.2 -1.0 -0.46
C -18.05702 26.98745 -11.74913 -0.1 1.6 1.8 -0.44
C -18.69036 22.61874 -13.31072 -0.3 -0.8 0.0 -0.43
C -29.59664 22.84053 -11.03082 0.9 -0.4 0.1 -0.04
C -20.10863 18.64938 -8.93373 0.4 -0.9 1.3 -0.21
C -30.72423 28.44214 -8.40844 -2.2 -0.2 -1.1 -0.19
C -25.94278 26.32412 -13.63353 0.1 0.5 -0.5 -0.10
C -29.59504 20.49632 -7.10572 -1.0 0.9 0.7 -0.12
C -22.99494 21.08597 -11.73695 0.0 2.0 0.4 -0.03
C -24.20395 15.05309 -10.67769 0.3 -0.5 -0.4 -0.10
C -28.63312 23.53571 -12.06037 -0.5 -2.1 1.8 -0.42
C -23.70339 21.98756 -10.69268 -1.3 -1.4 0.1 -0.38
C -22.73768 29.58360 -11.13723 0.1 -1.1 -0.1 -0.05
C -25.03721 29.34016 -5.30097 0.7 2.0 -0.3 -0.11
C -23.11547 22.17808 -4.32671 1.3 0.1 0.6 -0.39
C -23.49772 29.12272 -9.89356 1.5 0.3 0.6 -0.41
C -27.40135 28.23811 -13.71993 1.9 1.3 0.5 -0.17
C -20.66199 19.67580 -6.74205 0.7 -0.4 1.0 -0.06
C -25.14972 31.94821 -5.14412 -0.8 -1.9 0.4 -0.03
C -19.11595 28.05975 -11.62995 -0.5 0.4 0.5 -0.06
C -22.25761 25.98234 -13.41694 0.3 -1.0 0.4 -0.05
C -22.60811 24.37995 -15.29292 0.8 -0.6 -1.9 -0.22
C -22.74997 27.95112 -9.21707 -0.2 -0.3 0.7 -0.20
C -17.90528 24.81567 -8.71480 -0.6 1.0 0.9 -0.08
C -29.97353 26.39001 -7.56556 -0.2 -0.2 -0.9 -0.10
C -17.53529 21.91753 -12.56349 0.0 -0.2 0.5 -0.17
C -23.42359 13.17294 -9.37044 1.8 -1.0 -0.6 -0.16
C -25.90696 18.68660 -8.14471 0.4 -0.7 0.3 -0.20
C -24.64796 23.01648 -15.24681 1.1 1.0 -0.3 -0.08
C -20.29535 23.83969 -6.10632 0.4 0.0 0.0 -0.14
C -27.02126 23.04423 -6.70648 0.9 2.5 -0.8 -0.39
C -26.84364 28.97774 -12.46836 -0.9 -1.3 2.8 -0.44
C -20.44949 16.38967 -9.20047 -0.3 -1.0 -1.0 -0.14
C -28.38749 22.69566 -13.32636 -1.3 0.5 0.8 -0.20
C -26.95410 18.78820 -10.29632 1.7 0.7 0.3 -0.03
C -25.41007 24.61638 -10.68778 0.2 0.5 0.1 -0.10
C -16.86380 21.33421 -10.30926 0.3 0.4 -1.3 -0.10
C -18.25033 25.78271 -10.80707 -0.2 0.6 -0.6 -0.19
C -19.72911 21.59091 -13.79110 0.6 -0.5 1.0 -0.04
C -25.18457 22.27723 -11.11174 1.6 -0.2 -0.3 -0.15
C -21.53240 24.96592 -14.39054 -2.2 2.4 1.8 -0.38
C -27.45626 28.25094 -11.21870 0.5 -0.8 -1.5 -0.03
H -27.91019 19.12813 -9.89827 0.1 -0.2 0.6 0.08
H -21.37826 13.02504 -8.60157 0.2 0.6 -0.3 0.12
H -30.81607 29.36378 -11.00152 0.1 0.1 -0.2 0.06
H -18.90373 24.37867 -8.69937 -0.2 -0.1 -0.2 0.07
H -24.46228 28.70446 -10.18130 -0.4 0.5 0.0 0.12
H -19.30427 25.50523 -10.78913 -0.2 -0.5 -0.5 0.11
H -19.05635 23.84382 -14.88209 0.1 0.4 -0.1 0.04
H -21.12549 24.12886 -13.82323 0.3 0.1 0.1 0.12
H -24.79222 15.56870 -9.91862 0.2 -0.3 0.7 0.07
H -22.69950 30.46683 -8.54686 0.2 0.0 -0.1 0.07
H -20.51797 11.26182 -9.92975 -0.2 -0.8 0.0 0.07
H -23.32285 27.61951 -8.35108 -0.5 0.0 0.2 0.11
H -23.24268 25.68281 -13.05914 0.1 -0.4 0.4 0.05
H -19.44695 24.25306 -5.56093 0.0 0.5 -0.3 0.09
H -32.91884 28.79106 -8.93448 0.3 -0.2 0.9 0.13
H -25.04982 22.22076 -14.61957 0.1 0.1 -0.1 0.07
H -28.93556 25.29521 -13.02639 0.3 -0.1 -0.6 0.06
H -26.80190 24.91701 -7.84433 -0.5 0.2 -0.1 0.06
H -16.20911 22.18898 -10.47913 0.3 0.2 0.6 0.07
H -18.71907 28.97828 -12.06226 -0.2 0.1 -0.1 0.08
H -20.11766 15.37648 -8.97367 0.1 0.1 0.4 0.08
H -25.75816 29.02280 -12.37999 0.4 -1.4 -0.4 0.12
H -21.83594 28.32689 -8.75724 0.6 0.1 -0.3 0.12
H -28.49492 20.22783 -14.67323 -0.4 0.7 0.0 0.09
H -28.55776 22.65828 -8.17955 0.0 0.1 -0.2 0.11
H -28.42420 28.52848 -13.95984 0.0 -0.3 0.3 0.13
H -23.14157 22.91184 -10.55791 -0.1 0.2 -0.2 0.12
H -19.42079 28.27886 -10.60664 0.4 0.0 0.2 0.08
H -23.30784 22.96782 -3.60049 0.0 -0.2 0.4 0.12
H -26.08559 22.56983 -8.51712 -0.4 0.4 -0.1 0.05
H -19.69638 18.84383 -9.92385 0.8 -0.4 -0.1 0.12
H -24.06520 31.83926 -5.14954 0.0 0.3 -0.6 0.08
H -25.66933 32.12475 -6.08589 0.8 0.4 -0.2 0.08
H -23.82585 15.84897 -11.31933 0.3 -0.2 0.0 0.09
H -16.71628 22.63374 -12.49751 0.2 0.3 0.3 0.11
H -20.86628 24.56901 -6.68098 0.0 0.5 0.2 0.07
H -17.21120 24.02119 -8.98896 0.3 0.3 -0.5 0.08
H -24.70686 24.67997 -11.51816 0.1 -0.3 -0.1 0.08
H -25.40566 32.72297 -4.42138 -0.1 0.1 -0.1 0.07
H -20.92469 20.95404 -8.82539 -0.5 0.2 0.4 0.05
H -21.00278 25.66883 -9.34535 0.1 0.3 1.2 0.07
H -24.87306 22.06985 -5.39818 -0.1 0.6 -0.1 0.03
H -22.66725 20.57963 -2.79575 -0.5 0.3 0.0 0.07
H -26.16804 27.67927 -7.15750 -0.2 -0.3 0.0 0.08
H -25.94470 25.23840 -13.53713 -0.4 0.1 0.1 0.07
H -29.39993 25.37122 -11.56630 -0.1 -0.4 0.7 0.08
H -17.47212 27.23333 -13.74318 -0.3 1.0 0.3 0.10
H -16.25062 20.46543 -10.54873 -0.1 -0.4 -0.1 0.09
H -29.32031 21.87036 -10.61789 0.3 -0.3 -0.6 0.06
H -22.98755 23.81740 -5.79800 0.0 0.3 0.2 0.11
H -21.65828 29.56953 -10.98628 0.1 0.1 0.3 0.06
H -17.69760 25.14241 -7.69588 0.1 -0.2 0.0 0.09
H -24.06395 20.75380 -5.22696 -0.2 -0.7 0.0 0.03
H -29.68961 19.64296 -6.43421 0.1 -0.2 -0.4 0.09
H -32.54033 29.24525 -11.38798 -0.2 0.4 0.6 0.07
H -25.68169 24.87936 -6.57048 0.0 -0.5 0.5 0.06
H -22.62227 17.69578 -7.27520 -0.3 0.1 0.3 0.07
H -27.76548 23.29104 -13.99473 0.7 -0.3 -0.2 0.11
H -21.54303 26.14797 -12.61069 -0.4 0.0 0.4 0.05
H -26.27092 17.66449 -8.24927 0.0 -0.5 0.6 0.12
H -27.68884 23.72719 -11.55068 0.3 -0.3 -0.1 0.10
H -25.36393 26.75558 -12.81690 0.0 0.0 0.2 0.07
H -27.40948 25.12293 -6.15061 0.1 0.3 -0.1 0.07
H -23.32923 17.91104 -8.85245 0.0 -0.1 -0.2 0.07
H -27.23626 19.61982 -13.67369 0.0 0.1 0.4 0.08
H -19.78920 25.99755 -14.25348 0.4 -0.2 0.3 0.02
H -21.17885 18.77782 -9.09572 -0.4 0.0 0.2 0.10
H -29.58089 20.25345 -8.16823 0.3 -0.3 -0.1 0.08
H -20.13584 21.04473 -12.94000 -0.5 0.4 0.1 0.06
H -24.03215 12.42313 -9.87595 -0.7 0.2 0.0 0.12
H -19.18338 20.78446 -14.28092 0.1 0.2 -0.6 0.08
H -26.25164 29.04380 -8.28082 -0.8 -0.2 -0.1 0.07
H -26.33926 25.09242 -11.00098 0.0 0.4 0.1 0.07
H -23.88314 13.51583 -8.44344 -0.1 0.1 0.1 0.12
H -26.80651 30.59335 -4.89931 -0.2 -0.2 -0.7 0.12
H -17.12297 21.05272 -13.08329 -0.2 -0.2 -0.3 0.13
H -27.11662 27.21986 -11.31675 0.4 -0.1 0.5 0.04
H -17.60209 25.01963 -11.23787 -0.1 -0.7 0.2 0.11
H -20.32789 20.40666 -6.00562 -0.2 0.1 0.0 0.07
H -30.17358 25.31857 -7.57605 0.0 0.0 -0.2 0.07
H -17.20604 21.25962 -9.27708 -0.3 0.2 -0.2 0.08
H -25.37286 28.43681 -4.79164 -0.1 -0.4 -0.7 0.12
H -26.79804 22.89665 -5.64984 -0.4 -0.9 0.1 0.12
H -28.51639 28.07799 -11.40393 -0.3 0.7 0.4 0.07
H -18.64144 19.61492 -7.55677 0.0 -0.2 -0.2 0.14
H -17.12809 27.44365 -11.40695 0.3 0.1 0.2 0.14
H -22.41875 26.96775 -13.85409 0.1 -0.1 -0.6 0.07
H -20.50706 21.98036 -14.44777 0.0 0.0 0.2 0.07
H -17.31755 25.84955 -13.12654 0.0 -0.7 -0.3 0.06
H -22.71615 25.24079 -8.70236 0.3 0.2 0.4 0.09
H -23.99018 29.51274 -5.05190 0.1 -0.4 -0.1 0.12
H -31.67955 27.83974 -10.88639 0.2 -0.1 0.0 0.07
H -26.85041 19.34663 -11.22665 0.2 -0.2 -0.1 0.06
H -31.07130 30.92116 -9.58555 0.1 0.1 -0.3 0.06
H -22.43932 22.25773 -6.36932 0.3 -0.1 -0.3 0.11
H -20.05168 27.79671 -12.12323 0.1 -0.2 -0.3 0.06
H -22.09408 23.77097 -16.03657 0.2 0.2 -0.7 0.12
H -31.65973 30.93594 -8.11935 -0.3 0.0 0.5 0.06
H -24.18599 29.92131 -8.14198 0.3 0.2 0.1 0.01
H -30.03556 26.71134 -6.52585 -0.3 0.4 0.0 0.09
H -19.88480 23.16299 -6.85573 -0.2 -0.6 0.0 0.05
H -22.07054 24.88022 -10.28674 -0.7 0.0 -0.3 0.07
H -24.01521 16.70398 -7.78748 0.1 -0.2 0.1 0.08
H -22.82217 21.77300 -12.56535 -0.4 -0.4 -0.7 0.06
H -26.94133 30.74609 -11.48962 0.0 -0.1 0.2 0.07
H -23.58977 20.21041 -11.99710 0.2 0.0 0.0 0.09
H -22.00427 20.20432 -4.33683 -0.3 0.1 -0.5 0.05
H -21.68566 19.90921 -7.03482 0.1 0.2 -0.4 0.06
H -21.96843 20.87959 -11.43397 -0.2 -0.6 0.4 0.06
H -28.96202 26.58460 -7.92206 0.3 -0.1 0.1 0.07
H -22.91822 28.75650 -11.82382 0.1 0.3 -0.7 0.06
H -27.21728 28.62881 -10.22461 -0.1 0.2 -0.2 0.05
H -24.42256 22.66961 -16.25527 -0.1 -0.4 -0.1 0.09
H -21.53937 16.39540 -9.18535 -0.2 0.1 0.4 0.06
H -17.57061 24.04003 -14.17137 -0.1 0.4 -0.4 0.04
H -20.71346 18.70940 -6.24053 0.2 -0.1 0.0 0.08
H -23.17365 25.16327 -15.79757 -0.1 0.3 -0.1 0.13
H -27.14904 29.09769 -6.69948 -0.1 0.2 -0.1 0.09
H -29.32848 22.54798 -13.85629 -0.4 0.2 -0.1 0.13
H -29.60119 23.43732 -10.11873 -0.3 0.5 -0.1 0.05
H -25.48997 19.13597 -5.54802 -0.1 0.1 0.4 0.06
H -26.89330 17.71591 -10.48229 -0.4 0.0 0.0 0.09
H -22.08320 11.06003 -10.85851 0.0 -0.2 0.3 0.08
H -21.52705 10.94011 -7.76353 0.1 -0.4 0.0 0.07
H -26.35523 21.37070 -7.41704 0.3 -0.5 -0.4 0.05
H -20.21300 16.52601 -10.25573 0.3 0.2 -0.3 0.09
H -25.33606 23.85634 -15.34308 -0.4 -0.1 0.0 0.07
H -26.72588 28.75627 -14.40063 -0.1 -0.7 -1.5 0.12
H -26.47264 30.05234 -2.84270 0.1 -0.7 0.1 0.07
H -30.46001 21.13450 -6.92504 -0.6 -0.3 -0.2 0.09
H -19.52245 21.10831 -9.47819 0.8 -0.4 -0.1 0.04
H -21.21561 21.33228 -3.32760 -0.1 0.6 -0.2 0.07
H -29.14658 23.32097 -6.63944 -0.7 -0.5 0.3 0.11
H -24.13621 19.70556 -7.37981 -0.1 0.2 -0.2 0.10
H -24.88886 14.44649 -11.27017 -0.2 -0.1 -0.1 0.08
H -20.81479 26.71887 -15.21978 -0.4 -0.1 -0.2 0.07
H -26.64552 19.21794 -7.54446 -0.4 0.5 -0.3 0.10
H -26.85395 21.00611 -14.64638 -0.2 0.0 -0.4 0.07
H -25.76107 21.35334 -11.06505 -0.2 0.1 1.0 0.11
H -24.38773 21.72914 -8.74733 0.1 0.3 0.0 0.03
H -22.97876 30.55514 -11.56862 -0.5 -0.2 0.2 0.08
H -25.43746 26.56469 -14.56888 0.3 0.1 -0.2 0.09
H -25.16353 17.55409 -5.67879 0.0 -0.3 -0.2 0.07
H -24.95094 25.11445 -9.83384 -0.1 0.4 -0.1 0.09
H -25.96022 31.49853 -2.90668 0.4 0.3 0.0 0.06
H -30.59276 22.79312 -11.47083 0.0 0.0 0.1 0.08
H -25.19699 22.38966 -12.19585 -0.3 1.4 -0.3 0.11
H -29.82408 28.74064 -8.94576 0.4 0.1 0.3 0.11
H -30.79881 28.86379 -7.40606 0.6 -0.5 0.5 0.12
H -19.02930 23.30448 -12.53420 -0.8 0.1 0.2 0.11
H -21.02048 12.45656 -10.95910 -0.5 0.4 0.0 0.07
H -22.70961 11.86589 -7.24457 -0.3 -0.1 0.3 0.07
H -24.09915 20.35786 -9.53439 -0.1 0.0 -0.2 0.04
H -26.64141 30.91667 -13.04963 0.0 0.0 -0.3 0.07
```
Positions in Å, forces in eV/Å.